No. 1
66
Properties=species:S:1:pos:R:3:forces:R:3 method="wB97M-V/def2-TZVPD" homo_energy_ev=-3.790 charge=-1 max_force_ev_per_a=0.188
Ga -0.145834 0.578015 2.287828 0.1848 0.0369 0.0015
O -3.991207 -0.150870 3.211514 -0.0175 -0.0145 -0.0113
Cl -2.666339 -0.591524 3.478350 -0.0049 -0.0347 0.0857
O -2.642554 -1.950621 3.923414 -0.0183 0.0439 -0.0132
O -1.981932 0.272000 4.400341 -0.0186 -0.0278 -0.0158
O -1.891113 -0.527950 2.189878 0.0204 0.0556 -0.0037
Cl -2.263805 4.469458 0.865662 0.0019 -0.0216 -0.0045
C -0.521717 4.434227 0.865942 0.0217 -0.0397 0.0371
C 0.145810 5.516211 0.347737 0.0371 -0.0122 -0.0054
C 1.541940 5.556955 0.327530 -0.0320 0.0051 -0.0018
C 2.228575 4.476471 0.854215 0.0431 -0.0339 0.0236
C 1.540281 3.393772 1.370477 0.0445 0.0609 -0.0298
Cl 2.488659 2.072963 2.027674 0.0565 0.0148 -0.0485
C 0.114106 3.259244 1.419158 -0.0686 0.0288 -0.0206
N -0.599342 2.255035 1.873600 -0.1468 -0.0777 0.0377
H -0.435815 6.339847 -0.047043 0.0050 0.0036 0.0031
H 2.069341 6.410876 -0.074688 -0.0009 -0.0046 -0.0062
H 3.311497 4.462757 0.879844 0.0000 0.0096 -0.0153
C -3.326683 2.782362 -2.256940 0.0069 0.0210 -0.0137
C -2.011443 2.860823 -2.684435 0.0167 -0.0291 0.0316
C -1.051213 2.008917 -2.148761 -0.0603 0.0022 -0.0540
C -1.410162 1.086045 -1.177571 0.0473 0.0597 -0.0782
C -2.727840 1.023441 -0.733583 -0.0647 0.0055 0.0492
C -3.683954 1.861067 -1.281076 0.0090 0.0231 0.0076
As -0.186551 -0.173114 -0.359010 0.0433 -0.0006 0.0675
C -0.953242 -1.804381 -1.075359 0.0070 -0.0432 0.0192
C -1.319804 -1.907705 -2.415512 0.0051 -0.0174 -0.0059
C -1.888527 -3.078022 -2.891389 0.0036 -0.0001 0.0178
C -2.102669 -4.146933 -2.026753 0.0066 0.0040 -0.0047
C -1.751766 -4.040280 -0.690608 -0.0034 0.0008 0.0066
C -1.178475 -2.867318 -0.212344 -0.0034 -0.0146 -0.0075
C 1.439490 0.009233 -1.404825 -0.0451 -0.0551 -0.0344
C 2.136381 1.213701 -1.360736 0.0341 0.0277 -0.0069
C 3.352436 1.341448 -2.017058 -0.0090 0.0202 0.0118
C 3.888658 0.265518 -2.709991 -0.0059 -0.0218 0.0045
C 3.202572 -0.940740 -2.747059 -0.0026 0.0081 0.0030
C 1.982152 -1.069843 -2.097445 0.0269 0.0244 0.0150
H -4.071319 3.453405 -2.666873 0.0016 -0.0013 -0.0042
H -1.719711 3.589539 -3.430082 -0.0159 0.0104 -0.0142
H -0.030944 2.072559 -2.503327 0.0239 -0.0057 0.0213
H -3.004476 0.332346 0.055761 0.0094 0.0217 -0.0253
H -4.704264 1.815742 -0.922604 -0.0048 -0.0099 0.0021
H -1.166166 -1.066773 -3.082319 -0.0014 0.0018 -0.0112
H -2.173545 -3.156725 -3.933249 0.0011 0.0051 -0.0036
H -2.551737 -5.059710 -2.398844 -0.0028 -0.0017 0.0023
H -1.925666 -4.865036 -0.010785 0.0017 -0.0008 -0.0010
H -0.918586 -2.777886 0.835362 0.0007 -0.0061 -0.0179
H 1.741178 2.061377 -0.811103 -0.0181 -0.0015 0.0324
H 3.882181 2.284823 -1.971830 0.0044 -0.0014 -0.0068
H 4.842692 0.363530 -3.212903 -0.0011 0.0024 -0.0072
H 3.617260 -1.787335 -3.280548 0.0062 0.0018 -0.0027
H 1.457973 -2.016982 -2.122960 -0.0137 -0.0044 -0.0081
C 0.980664 -0.710563 3.300058 -0.1173 0.0188 -0.0077
C 1.140779 -2.032089 2.623682 0.0426 -0.0141 0.0143
C 0.447527 -3.164343 3.053724 -0.0412 0.0531 -0.0450
C 0.610663 -4.386358 2.414702 0.0038 -0.0063 0.0347
C 1.467302 -4.505757 1.329835 0.0317 -0.0125 0.0052
C 2.158919 -3.385530 0.886459 -0.0147 0.0060 -0.0074
C 1.996011 -2.165731 1.525214 -0.0212 -0.0244 0.0081
H 1.953357 -0.244650 3.456618 -0.0408 0.0297 0.0022
H 0.493220 -0.817675 4.269846 0.0193 -0.0565 0.0165
H -0.246784 -3.069738 3.879962 0.0136 -0.0292 0.0104
H 0.058583 -5.249766 2.767112 -0.0034 0.0010 -0.0007
H 1.591616 -5.459725 0.832459 -0.0066 0.0092 -0.0130
H 2.823756 -3.457017 0.033795 0.0094 -0.0034 -0.0014
H 2.539574 -1.295008 1.171834 0.0140 0.0109 -0.0132

No. 2
63
Properties=species:S:1:pos:R:3:forces:R:3 method="wB97M-V/def2-TZVPD" homo_energy_ev="-11.194 / -11.746" spin_multiplicity=2 charge=+1 max_force_ev_per_a=0.426
Au 0.494321 -0.146686 -0.361448 -0.0597 -0.0093 -0.1891
Se -0.464982 -1.253130 -2.296643 -0.0710 -0.1148 -0.1747
P -1.274973 -2.830250 -1.004283 -0.1550 -0.0531 -0.2401
Se -0.653982 -2.067091 0.941405 0.0091 -0.1501 0.3350
C -0.597297 -4.450566 -1.378313 -0.0014 -0.0160 0.0361
C 0.252596 -4.651622 -2.458962 0.0469 0.0263 0.0055
C 0.730050 -5.927724 -2.724425 0.0015 0.0143 -0.0102
C 0.367292 -6.989075 -1.911256 -0.0094 -0.0031 0.0162
C -0.478480 -6.785845 -0.826134 0.0175 -0.0116 -0.0188
C -0.965533 -5.519952 -0.560446 -0.0464 0.0064 0.0191
C -3.066047 -2.958052 -1.117984 0.0540 -0.0021 0.0229
C -3.813587 -3.318435 -0.000858 0.0245 0.0279 0.0763
C -5.182638 -3.494155 -0.117481 -0.0334 0.0028 -0.0398
C -5.802801 -3.304962 -1.345293 0.0065 -0.0044 0.0321
C -5.058199 -2.936815 -2.456936 0.0263 0.0030 -0.0140
C -3.687597 -2.763509 -2.347728 0.0057 -0.0186 -0.0535
H 0.548479 -3.818529 -3.083247 -0.0037 -0.0051 0.0009
H 1.390048 -6.088377 -3.565994 -0.0016 0.0000 -0.0005
H 0.744830 -7.981221 -2.119511 0.0003 0.0006 0.0011
H -0.757218 -7.615570 -0.191104 -0.0038 0.0032 0.0026
H -1.631061 -5.366096 0.281510 0.0010 -0.0112 -0.0071
H -3.335295 -3.442049 0.964137 -0.0109 -0.0019 -0.0074
H -5.766170 -3.770367 0.750133 0.0048 -0.0008 0.0024
H -6.872582 -3.438037 -1.435154 0.0001 -0.0004 0.0077
H -5.545612 -2.781492 -3.409781 0.0040 0.0002 -0.0029
H -3.108747 -2.469782 -3.215629 -0.0091 -0.0014 0.0024
O 3.264472 1.078377 2.344668 -0.0475 -0.0286 0.0187
C 2.284154 0.988806 1.716689 0.0569 0.0413 -0.1059
N 1.241089 0.981160 1.107828 0.0850 0.2561 0.0655
C -2.506392 4.904165 0.895609 0.0195 -0.0073 -0.0078
C -1.492126 5.538932 0.194603 -0.0179 0.0145 0.0117
C -0.486043 4.788465 -0.397489 0.0260 0.0029 0.0289
C -0.497980 3.397117 -0.295051 -0.0301 0.0035 0.0066
C -1.520215 2.765653 0.409915 -0.0292 -0.0105 -0.0424
C -2.518909 3.519232 1.004656 -0.0131 0.0280 -0.0008
Ge 0.900670 2.474850 -1.227220 0.2227 0.0494 0.3593
C 0.443785 1.886153 -2.997578 0.0245 -0.1434 -0.0520
C 1.314067 1.126567 -3.786963 -0.0515 0.0529 -0.0092
C 0.933340 0.736838 -5.059586 -0.0122 0.0075 -0.0129
C -0.317783 1.096114 -5.549529 0.0044 -0.0048 -0.0072
C -1.191898 1.838497 -4.767776 0.0091 -0.0136 -0.0192
C -0.818464 2.224320 -3.489635 0.0066 0.0479 0.0300
C 2.685135 3.085114 -0.913278 0.0406 0.1117 -0.0512
C 2.993985 3.659988 0.324118 -0.1101 -0.0266 -0.0367
C 4.255913 4.173720 0.559770 0.0492 0.0047 -0.0053
C 5.220448 4.124535 -0.438686 0.0121 0.0154 0.0270
C 4.921089 3.577142 -1.677229 -0.0069 -0.0064 -0.0078
C 3.657153 3.061262 -1.916940 -0.0640 -0.0124 0.0281
H -3.286442 5.489579 1.363835 -0.0021 0.0001 -0.0003
H -1.477173 6.617530 0.112868 -0.0036 -0.0010 0.0041
H 0.311057 5.297006 -0.929760 -0.0017 0.0057 0.0017
H -1.538418 1.687478 0.510985 0.0088 0.0032 0.0001
H -3.306913 3.025957 1.558087 0.0004 0.0024 0.0020
H 2.278736 0.821846 -3.402737 0.0464 -0.0176 0.0097
H 1.607995 0.151688 -5.670361 0.0003 0.0002 0.0003
H -0.612360 0.790919 -6.545077 0.0020 0.0034 -0.0007
H -2.165044 2.113648 -5.152016 0.0007 -0.0005 0.0030
H -1.506953 2.794044 -2.876221 -0.0036 -0.0033 0.0014
H 2.240368 3.708809 1.100566 -0.0066 -0.0186 0.0364
H 4.491434 4.607434 1.522000 -0.0091 0.0024 0.0020
H 6.209384 4.521482 -0.250823 -0.0033 0.0026 -0.0008
H 5.670419 3.557780 -2.457135 -0.0085 -0.0090 -0.0057
H 3.424813 2.662107 -2.893330 0.0089 -0.0330 -0.0735

Respective relative energy (zero: lowest compared OMol25 entry of this formula, charge and spin) values: 8.7, 130.8 kJ/mol.